Entry 1:
{
  "formula": "C5H11N2O",
  "method": "wB97M-V/def2-TZVPD",
  "elements": ["C", "C", "C", "C", "C", "N", "N", "O", "H", "H", "H", "H", "H", "H", "H", "H", "H", "H", "H"],
  "positions_angstrom": [[2.7188, -0.2688, -0.4370], [0.0036, 0.2457, -0.0922], [2.8521, -0.2490, 0.9362], [-1.8513, 1.2715, 0.7664], [-1.8781, -1.1076, -1.1999], [-0.4480, 1.1787, 0.6695], [-0.5354, -0.6070, -0.8634], [2.8387, -0.5564, -1.5370], [2.1213, -0.9462, 1.3633], [2.7775, 0.7477, 1.3779], [3.8384, -0.6373, 1.1536], [-2.1096, 0.3053, 1.0524], [-2.0894, 2.0878, 1.5733], [-2.2178, 1.5585, -0.2017], [-2.5105, -0.2437, -1.4259], [-2.2492, -1.8458, -0.5313], [-1.7243, -1.4990, -2.2142], [0.3170, 1.6782, 1.0832], [0.1461, -1.1125, -1.4729]],
  "e_above_lowest_kcal_mol": 112.9,
  "fmax_ev_per_a": 5.584,
  "total_energy_ha": -381.483966,
  "lumo_ev": [-4.27, -4.27],
  "charge": 1,
  "multiplicity": 1,
  "e_homo_ev": [-11.90, -11.90],
  "molar_mass_g_mol": 115.156
}

Entry 2:
{
  "formula": "C6H8N2O2",
  "method": "wB97M-V/def2-TZVPD",
  "elements": ["N", "C", "C", "C", "C", "C", "O", "C", "N", "H", "H", "H", "H", "H", "H", "O", "H", "H"],
  "positions_angstrom": [[-1.2931, -2.6414, -1.3397], [-0.7807, -1.6075, -0.9927], [-0.7349, -0.5220, -0.0223], [-0.9368, 0.9683, -0.3621], [0.1668, 1.2704, 0.6611], [1.1747, 2.3205, 0.6423], [0.1316, 2.2983, 1.6218], [0.3251, -0.1940, 1.0048], [-0.9452, -0.7740, 1.3810], [-0.6435, 1.2407, -1.3820], [-1.9395, 1.3554, -0.1383], [2.1770, 2.1127, 1.0269], [1.0988, 3.1177, -0.1021], [1.2481, -0.7218, 1.2450], [-1.5988, -0.1255, 1.8184], [1.0028, -2.4481, -1.9485], [0.0480, -3.2272, -1.9893], [1.4997, -2.4226, -1.1243]],
  "e_above_lowest_kcal_mol": 147.9,
  "fmax_ev_per_a": 6.000,
  "total_energy_ha": -493.211187,
  "lumo_ev": 0.62,
  "charge": 0,
  "multiplicity": 1,
  "e_homo_ev": -9.55,
  "molar_mass_g_mol": 140.142
}

Entry 3:
{
  "formula": "C14H40N2O8",
  "method": "wB97M-V/def2-TZVPD",
  "elements": ["C", "C", "O", "O", "H", "H", "H", "H", "H", "H", "C", "C", "O", "O", "H", "H", "H", "H", "H", "H", "C", "C", "O", "O", "H", "H", "H", "H", "H", "H", "C", "C", "C", "O", "C", "N", "H", "H", "H", "H", "H", "H", "H", "H", "H", "H", "H", "C", "C", "C", "O", "C", "N", "H", "H", "H", "H", "H", "H", "H", "H", "H", "H", "H"],
  "positions_angstrom": [[4.5097, 3.3883, -4.9439], [3.8781, 2.9214, -3.6361], [4.4977, 1.9094, -2.8728], [4.3467, 2.5223, -6.0628], [5.5704, 3.3699, -4.6934], [4.2638, 4.4370, -5.1110], [2.8470, 2.6018, -3.7864], [3.8224, 3.7626, -2.9452], [4.5392, 1.1647, -3.4772], [5.0915, 1.9297, -5.9375], [1.8508, -2.4490, 5.2270], [1.0098, -1.3748, 5.9381], [-0.1260, -1.0896, 5.2446], [1.2443, -3.6515, 4.9706], [2.7638, -2.6354, 5.7925], [2.1117, -2.1909, 4.2006], [1.5059, -0.4574, 6.2550], [0.8042, -1.8945, 6.8739], [-0.5103, -0.2684, 5.5599], [0.3206, -3.4679, 4.7845], [-1.2880, -1.4814, 2.0391], [-0.4213, -2.5040, 1.2099], [-0.0331, -2.0150, -0.1146], [-0.8310, -0.2879, 2.6241], [-1.7885, -1.9008, 2.9119], [-2.1404, -1.1088, 1.4710], [-0.7795, -3.5290, 1.1138], [0.4728, -2.6560, 1.8144], [0.4233, -1.1803, 0.0142], [-0.2955, -0.4668, 3.4005], [-3.7930, -0.3373, -3.6016], [-3.9851, -0.0324, -2.1361], [-3.4250, -1.0794, -1.1847], [-4.1157, -2.3445, -1.3865], [-3.7786, -3.3139, -0.4439], [-3.2705, 1.2229, -1.9328], [-4.2936, 0.2164, -4.3958], [-4.0878, -1.3513, -3.8717], [-2.7516, -0.4822, -3.8888], [-5.0200, 0.2368, -1.9250], [-3.5968, -0.6359, -0.2040], [-2.3379, -1.0982, -1.2621], [-4.3987, -4.1751, -0.6924], [-3.9813, -3.0655, 0.5979], [-2.8029, -3.7687, -0.6146], [-3.6293, 1.7172, -1.1284], [-2.3239, 1.0583, -1.6215], [-0.0176, 2.8711, -1.6253], [0.0322, 1.6580, -0.5651], [1.3046, 1.5869, 0.2996], [1.4304, 0.2362, 0.8592], [2.6222, 0.0601, 1.6865], [-1.1991, 1.7000, 0.1471], [-0.8015, 2.5336, -2.3032], [0.9407, 2.9340, -2.1408], [-0.3031, 3.8724, -1.3027], [0.0078, 0.8227, -1.2649], [1.2766, 2.3070, 1.1174], [2.3119, 1.7549, -0.0815], [2.6618, -1.0004, 1.9351], [2.7240, 0.8105, 2.4705], [3.4661, 0.2255, 1.0167], [-1.2546, 2.5067, 0.7523], [-1.2708, 0.9560, 0.8264]],
  "fmax_ev_per_a": 3.233,
  "total_energy_ha": -1268.350086,
  "s_squared": 0.756,
  "lumo_ev": [-2.33, -8.02],
  "charge": 1,
  "multiplicity": 2,
  "e_homo_ev": [-12.10, -12.10],
  "molar_mass_g_mol": 364.480
}